(1)
75
Properties=species:S:1:pos:R:3 method="wB97M-V/def2-TZVPD" total_energy_ev=-75322.1919 homo_ev="-9.9018 / -10.2943" homo_lumo_gap_ev="6.067 / 6.315" multiplicity=2 s_squared=0.76 e_above_lowest_kj_mol=133.0 lumo_energy_ev="-3.84 / -3.98" total_charge=+1
Ti 0.16110 -0.31685 1.33269
C 1.97850 -1.78408 1.25687
C 1.52466 -1.77383 2.58723
C 1.75824 -0.48566 3.12132
C 2.33638 0.30919 2.11738
C 2.48404 -0.49129 0.96857
H 2.08538 -2.66317 0.63205
H 1.19016 -2.63621 3.14824
H 1.62371 -0.19509 4.15576
H 2.72369 1.31352 2.25034
H 3.04647 -0.21491 0.08888
C 2.21449 2.23862 -1.30581
C 1.73381 1.70622 -2.62153
C 2.15353 2.35431 -3.78173
C 1.77381 1.91547 -5.03504
C 0.97180 0.78878 -5.15582
C 0.55308 0.12775 -4.01863
C 0.91238 0.58190 -2.74585
P 0.27632 -0.41802 -1.33792
C 0.78503 -2.08223 -1.97018
C 2.18155 -2.18990 -1.97200
C 2.82550 -3.36847 -2.28418
C 2.06659 -4.47716 -2.62161
C 0.69180 -4.36855 -2.67574
C 0.01825 -3.18718 -2.36641
C -1.47461 -3.19827 -2.51736
C -1.54492 -0.28789 -1.42704
C -2.30244 0.39132 -2.37103
C -3.66653 0.55295 -2.17401
C -4.26336 0.08305 -1.01443
C -3.51445 -0.59790 -0.06850
C -2.15465 -0.82777 -0.27166
C -1.31778 -1.63192 0.63839
H 3.28875 2.07356 -1.20285
H 1.70585 1.75941 -0.46933
H 2.05100 3.31595 -1.25403
H 2.79873 3.21724 -3.69695
H 2.11385 2.43519 -5.91957
H 0.68049 0.42690 -6.13226
H -0.06023 -0.75828 -4.11495
H 2.77208 -1.31013 -1.74229
H 3.90343 -3.42732 -2.25779
H 2.54194 -5.41713 -2.85557
H 0.10699 -5.22400 -2.97882
H -1.76151 -3.98191 -3.21593
H -1.85602 -2.25064 -2.88427
H -1.97322 -3.40733 -1.57035
H -1.83893 0.78366 -3.26632
H -4.25708 1.05437 -2.92541
H -5.32007 0.23739 -0.85739
H -3.99321 -0.97681 0.82568
H -0.80120 -2.42892 0.08240
H -1.93787 -2.10399 1.41057
C -0.50692 3.80065 0.45137
C -0.57412 2.44324 0.20315
N -0.51758 1.51344 1.17466
C -0.58342 1.98232 2.46783
C -0.47514 3.35298 2.80620
C -0.39046 4.27408 1.75792
C -0.49112 3.70337 4.19333
C -0.72677 2.77988 5.15771
C -0.95730 1.41113 4.83184
C -1.25548 0.41328 5.76332
C -1.43302 -0.88817 5.31705
C -1.28398 -1.17940 3.96450
N -0.97524 -0.26643 3.05470
C -0.83723 1.02317 3.47114
H -0.54399 4.48749 -0.38057
H -0.68691 2.07164 -0.81144
H -0.29018 5.32854 1.95805
H -0.32883 4.73783 4.45672
H -0.75142 3.05932 6.20023
H -1.33840 0.65472 6.81235
H -1.65771 -1.68730 6.00587
H -1.39011 -2.19972 3.60825

(2)
84
Properties=species:S:1:pos:R:3 method="wB97M-V/def2-TZVPD" total_energy_ev=-163797.0017 homo_ev=-6.7861 homo_lumo_gap_ev=6.831 multiplicity=2 s_squared=0.75 e_above_lowest_kj_mol=0.0 lumo_energy_ev=0.04 total_charge=0
Yb 0.76522 -0.00803 -0.62986
C 3.43998 -6.00120 0.11767
C 2.56143 -4.82165 0.43334
C 2.76927 -4.03446 1.56529
C 2.00864 -2.91485 1.80525
C 0.97057 -2.49709 0.94878
N 0.25473 -1.32157 1.17055
C 0.02349 -0.97178 2.49400
C -0.40723 -1.93310 3.42966
C -0.73142 -1.62035 4.73090
C -0.67088 -0.30681 5.19224
C -1.09787 0.05939 6.58911
C -0.24729 0.65573 4.29583
C 0.12132 0.34385 2.98671
N 0.61491 1.42926 2.20228
C 1.39976 2.42669 2.64841
C 1.50853 3.35682 1.63768
C 0.75240 2.83335 0.58967
N 0.20982 1.66321 0.93997
C 0.75345 -3.31717 -0.17257
C 1.55264 -4.43220 -0.42358
N -0.27668 -3.05999 -1.12778
C -1.02196 -4.00940 -1.72430
C -1.73402 -3.40720 -2.73823
C -1.35767 -2.06570 -2.67568
N -0.48873 -1.85591 -1.69071
H 3.76677 -6.50429 1.02780
H 4.33482 -5.67548 -0.41827
H 2.91962 -6.72318 -0.51141
H 3.56907 -4.28873 2.25191
H 2.22559 -2.29954 2.66780
H -0.48157 -2.95931 3.09328
H -1.05521 -2.40731 5.40318
H -0.91037 -0.76069 7.28187
H -2.16764 0.28132 6.61425
H -0.56569 0.94101 6.94616
H -0.20233 1.69212 4.61032
H 1.83940 2.40880 3.63007
H 2.07331 4.27190 1.65114
H 0.57702 3.24379 -0.38981
H 1.39078 -4.99031 -1.33840
H -0.99244 -5.03291 -1.39503
H -2.42262 -3.87268 -3.42072
H -1.68541 -1.24831 -3.29327
O 2.23503 1.40559 -1.76673
Se 3.18269 0.14495 -1.27067
O 2.27708 -1.13475 -1.82137
O 2.82507 0.10436 0.34289
O 4.70433 0.16587 -1.70013
O -0.72761 1.34747 -1.61160
P -1.89612 1.64438 -2.50219
C -3.28252 0.57221 -2.04413
C -4.36680 0.36281 -2.89083
C -5.38173 -0.50177 -2.51473
C -5.31845 -1.15205 -1.28968
C -4.25174 -0.92461 -0.43208
C -3.23320 -0.06216 -0.80451
C -1.45411 1.41067 -4.23434
C -0.22940 0.80253 -4.50612
C 0.14487 0.57808 -5.82232
C -0.69417 0.96123 -6.85846
C -1.90461 1.58739 -6.58867
C -2.28480 1.81722 -5.27733
C -2.47117 3.34072 -2.27527
C -3.32215 3.60867 -1.20465
C -3.71635 4.91124 -0.94791
C -3.26543 5.94329 -1.76007
C -2.41252 5.67828 -2.82192
C -2.01141 4.37692 -3.08221
H -4.40711 0.86302 -3.85086
H -6.22130 -0.66928 -3.17690
H -6.10300 -1.83995 -1.00184
H -4.20321 -1.42745 0.52512
H -2.40043 0.11492 -0.13635
H 0.44030 0.53214 -3.69903
H 1.09685 0.11022 -6.03443
H -0.39923 0.77981 -7.88397
H -2.54680 1.90185 -7.40088
H -3.21662 2.32788 -5.06307
H -3.66589 2.79393 -0.57871
H -4.37960 5.12109 -0.11914
H -3.57994 6.96003 -1.56342
H -2.06053 6.48669 -3.44927
H -1.33750 4.16272 -3.90293